Model 1:
14
Properties=species:S:1:pos:R:3:mulliken_charge:R:1 method="wB97M-V/def2-TZVPD" total_charge=0 homo_lumo_gap_ev=9.826 spin_multiplicity=1 lumo_energy_ev=0.88
C 0.3430 -1.9510 -0.3886 -0.691
N 0.3457 -0.7772 -1.2151 -0.539
C 0.0316 0.3755 -0.7761 0.375
N -0.1474 1.4250 -1.6369 -0.471
C -0.2510 0.9954 0.6748 0.748
N 0.0250 0.4500 1.8878 -0.383
O -0.7584 2.1114 0.6793 -0.676
H -0.4282 -2.6301 -0.7742 0.263
H 0.0992 -1.7632 0.6645 0.183
H 1.3025 -2.4788 -0.4501 0.226
H -0.5846 2.1959 -1.1482 0.279
H -0.4851 1.2127 -2.5633 0.249
H 0.4676 -0.4244 2.1030 0.198
H -0.1962 1.0746 2.6561 0.238

---

Model 2:
14
Properties=species:S:1:pos:R:3:mulliken_charge:R:1 method="wB97M-V/def2-TZVPD" total_charge=0 homo_lumo_gap_ev=9.788 spin_multiplicity=1 lumo_energy_ev=0.81
H 1.0341 0.3482 -1.0956 0.211
N 0.9538 -0.0842 -0.1939 -0.397
N 1.0706 0.5893 0.8237 -0.013
C 0.9467 1.9794 0.8620 -0.775
H 0.9388 2.4148 -0.0961 0.379
H 0.1380 2.1508 1.4811 0.277
H 1.6398 2.4414 1.5075 0.313
C -1.3735 -1.8003 0.9128 -0.775
N -1.6363 -0.4377 0.5363 -0.235
C -1.8809 0.3333 -0.3187 0.536
O -2.0948 1.2656 -0.9710 -0.489
H -2.2553 -2.2520 1.4474 0.271
H -0.9866 -2.2772 0.1218 0.385
H -0.5192 -1.7252 1.5405 0.313

---

Model 3:
14
Properties=species:S:1:pos:R:3:mulliken_charge:R:1 method="wB97M-V/def2-TZVPD" total_charge=0 homo_lumo_gap_ev=10.754 spin_multiplicity=1 lumo_energy_ev=0.75
C -0.9861 -1.5603 0.4406 -1.151
C 0.0400 -0.5370 0.8335 0.589
N 1.3031 -0.6871 0.1874 -0.348
O -0.0786 0.3677 1.6307 -0.617
H -1.9247 -1.3585 0.9498 0.306
H -1.1788 -1.5206 -0.6303 0.334
H -0.6150 -2.5662 0.6299 0.354
H 1.5230 -1.5257 -0.3298 0.198
H 2.0817 -0.2557 0.6670 0.250
N -0.7839 0.5791 -1.8694 -0.484
C -0.0153 1.2616 -1.3104 0.527
N 0.3345 2.4103 -0.7119 -0.520
H -0.3683 3.1356 -0.7268 0.254
H 0.6683 2.2569 0.2396 0.309

---

Least stable: model 2